# 1
96
Properties=species:S:1:pos:R:3 method="wB97M-V/def2-TZVPD" multiplicity=1 largest_force_ev_per_a=1.14 e_above_lowest_ev=3.247 charge=+1 total_energy_ha=-8010.8767 homo_lumo_gap_ev=7.3779
Ta -0.499 -0.370 -0.403
C -0.941 -1.558 2.508
N -0.224 -2.054 1.324
C 1.108 -2.575 1.656
C 2.128 -2.298 0.577
N 2.295 -1.063 0.243
C 3.211 -0.694 -0.874
C 4.634 -0.282 -0.427
C 5.821 -0.903 -0.644
C 6.182 -2.283 -1.030
C 5.335 -3.329 -0.944
C 3.979 -2.836 -0.615
N 2.886 -3.370 0.168
C -0.468 -0.153 2.679
N -0.138 0.564 1.622
C 0.259 1.809 2.118
C 0.725 2.956 1.477
C 1.039 4.043 2.265
C 0.904 4.011 3.660
C 0.453 2.881 4.310
C 0.137 1.792 3.510
N -0.320 0.521 3.829
H -0.784 -2.168 3.401
H -2.008 -1.542 2.273
H -0.772 -2.769 0.860
H 1.073 -3.635 1.914
H 1.473 -2.040 2.536
H 4.686 0.704 0.025
H 6.689 -0.307 -0.381
H 7.221 -2.442 -1.286
H 5.645 -4.353 -1.094
H 2.420 -4.251 -0.001
H 0.837 3.002 0.405
H 1.398 4.948 1.795
H 1.159 4.889 4.236
H 0.350 2.850 5.386
H -0.535 0.167 4.745
C 3.401 -1.935 -1.721
C 2.629 0.494 -1.612
C 3.468 1.235 -2.480
C 3.034 2.408 -3.020
C 1.739 2.872 -2.697
C 1.196 4.131 -3.056
Br 2.217 5.335 -4.090
C -0.056 4.495 -2.643
C -0.858 3.603 -1.899
Br -2.580 4.130 -1.374
C -0.402 2.340 -1.599
O -1.103 1.432 -0.956
C 0.934 2.006 -1.940
N 1.379 0.835 -1.400
H 4.094 -1.773 -2.541
H 2.454 -2.323 -2.101
H 4.305 -2.128 0.151
H 4.468 0.873 -2.673
H 3.672 2.997 -3.663
H -0.454 5.467 -2.896
C -3.641 1.201 1.290
C -4.320 0.120 0.502
C -5.704 0.078 0.409
C -6.343 -0.900 -0.337
C -5.597 -1.859 -1.002
C -4.209 -1.859 -0.936
C -3.415 -2.889 -1.683
C -3.575 -0.856 -0.184
N -2.193 -0.810 -0.134
H -4.368 1.758 1.878
H -3.115 1.897 0.633
H -2.897 0.794 1.978
H -6.288 0.827 0.931
H -7.423 -0.915 -0.399
H -6.096 -2.627 -1.581
H -4.007 -3.789 -1.844
H -2.512 -3.166 -1.135
H -3.109 -2.514 -2.664
C 2.146 -2.771 -5.656
C 1.467 -1.438 -5.505
C 2.173 -0.274 -5.803
C 1.565 0.965 -5.720
Cl 2.494 2.396 -6.046
C 0.225 1.084 -5.387
C -0.485 -0.061 -5.081
C 0.138 -1.301 -5.104
O -0.633 -2.399 -4.718
C -0.180 -3.001 -3.541
C -0.258 -2.067 -2.360
O 0.035 -2.441 -1.186
O -0.534 -0.852 -2.514
H 2.951 -2.699 -6.384
H 1.446 -3.533 -5.999
H 2.595 -3.118 -4.721
H 3.208 -0.338 -6.114
H -0.243 2.057 -5.350
H -1.519 -0.005 -4.774
H 0.868 -3.308 -3.616
H -0.768 -3.899 -3.341

# 2
13
Properties=species:S:1:pos:R:3 method="wB97M-V/def2-TZVPD" multiplicity=1 largest_force_ev_per_a=1.76 e_above_lowest_ev=3.182 charge=0 total_energy_ha=-646.5950 homo_lumo_gap_ev=9.6279
C 1.348 1.700 -0.890
N 0.582 1.205 -0.027
O -0.674 0.962 -0.700
C -1.559 0.141 0.035
S -1.145 -1.596 -0.205
C 0.323 -1.718 0.781
H 0.951 2.017 -1.861
H 2.402 1.798 -0.669
H -2.567 0.308 -0.484
H -1.532 0.395 1.102
H 1.227 -1.411 0.215
H 0.458 -2.771 1.032
H 0.186 -1.030 1.670